{
  "formula": "C3H4F2",
  "method": "ωB97M-V/def2-TZVPD",
  "smiles": "C=C(F)CF",
  "e_lumo_ha": 0.036,
  "gap_ev": 10.37,
  "charge": 0,
  "species": ["C", "C", "C", "H", "H", "H", "H", "F", "F"],
  "xyz": [[-0.386397, 1.000110, -0.081924], [-0.502427, -0.436215, 0.134585], [0.772284, -1.018221, 0.199582], [-1.076636, 0.979535, -0.999483], [-0.747649, 1.549991, 0.931729], [0.876534, -2.087116, -0.326368], [1.755778, -0.291965, 0.365372], [0.914021, 1.559431, -0.374465], [-1.605506, -1.255550, 0.150974]],
  "forces_ev_per_angstrom": [[-2.8, 2.3, 1.3], [6.7, -4.0, 1.4], [-0.7, -0.1, -1.7], [0.8, 1.8, 1.0], [0.5, -0.6, -2.9], [0.0, 2.2, 2.1], [-3.0, -2.3, -0.7], [-2.2, -1.4, 0.2], [0.7, 2.0, -0.8]],
  "mulliken_charge": [-0.15, 0.31, -0.54, 0.23, 0.20, 0.23, 0.22, -0.27, -0.23]
}

***

{
  "formula": "C10H19N3O4",
  "method": "ωB97M-V/def2-TZVPD",
  "smiles": "CC(C)[C@H](N)C(=O)N[C@@H](CCC(N)=O)C(=O)O",
  "e_lumo_ha": 0.010,
  "gap_ev": 9.16,
  "charge": 0,
  "species": ["C", "C", "C", "C", "C", "C", "C", "C", "C", "C", "H", "H", "H", "H", "H", "H", "H", "H", "H", "H", "H", "H", "H", "H", "H", "H", "H", "H", "H", "N", "N", "N", "O", "O", "O", "O"],
  "xyz": [[-2.272610, -0.325581, -0.515134], [-1.464658, -1.167225, 0.693469], [-2.832659, 0.796153, 0.141513], [-1.791016, 1.880061, 0.779324], [-3.631003, 1.804729, -0.769209], [0.822325, -1.210035, -0.627625], [1.904828, -2.131878, -0.403942], [1.471615, 0.184069, -0.975434], [2.205977, 0.736019, 0.296226], [2.152318, 2.234989, 0.115658], [-3.976066, -1.174921, 0.039867], [-2.938547, -2.085924, -1.024862], [-1.504240, -0.233802, -1.413063], [-3.470335, 0.577159, 0.987040], [-2.377961, 2.645518, 1.412230], [-1.184487, 2.220928, -0.167559], [-1.176008, 1.308660, 1.590146], [-2.938586, 2.833851, -1.181378], [-4.105438, 1.222043, -1.617900], [-4.360486, 2.493363, -0.155597], [0.271055, -1.885591, 1.203462], [0.333201, -1.511464, -1.638002], [2.286035, -0.326313, -1.732373], [0.859769, 0.940365, -1.633249], [1.781318, 0.355324, 1.262740], [3.333765, 0.389099, 0.275810], [3.517492, 2.445351, 1.839540], [3.185447, 3.953057, 0.704745], [2.394005, -3.647738, 0.885626], [-3.374663, -1.089097, -0.849007], [-0.057201, -1.322335, 0.522037], [3.237037, 2.822777, 0.758565], [-2.141062, -1.632336, 1.581195], [2.858117, -2.200769, -1.126302], [1.467110, 2.874486, -0.604585], [1.821229, -2.817154, 0.766259]],
  "forces_ev_per_angstrom": [[4.4, -2.4, 0.6], [0.6, 1.4, -3.0], [0.4, 8.3, 1.4], [0.4, -2.1, 0.4], [0.0, 2.6, -0.8], [-3.2, 1.9, -1.8], [2.8, -1.7, 0.6], [1.5, -2.1, -1.8], [0.6, -1.1, -1.5], [3.0, -0.4, 2.3], [1.2, -0.2, -1.9], [-1.9, 2.1, 0.2], [-1.8, 0.5, 1.7], [-0.2, -0.9, 0.0], [1.0, -0.8, -1.6], [-0.8, -0.1, 2.5], [-0.4, 1.1, -1.6], [-1.5, -3.6, 0.7], [0.2, 1.3, 0.9], [0.8, -2.0, -1.1], [1.3, -2.1, 2.6], [0.5, 0.1, 1.7], [-1.7, 2.1, 1.6], [0.9, -1.6, 1.9], [0.0, 0.6, -0.9], [-2.3, 0.8, 0.1], [-1.1, 1.4, -4.3], [0.1, -3.7, 0.4], [-0.8, 2.1, -0.9], [-1.4, -5.0, -0.4], [-4.0, 2.3, -1.2], [0.9, 2.8, 3.9], [1.1, 0.0, 0.1], [0.2, -0.7, -0.2], [-1.7, 0.8, -1.4], [0.7, -2.0, 0.5]],
  "mulliken_charge": [0.45, -0.33, -0.15, -1.19, -1.19, 0.33, 0.28, -0.75, -0.57, 0.33, 0.38, 0.32, 0.30, 0.43, 0.37, 0.30, 0.23, 0.23, 0.40, 0.29, 0.21, 0.28, 0.40, 0.32, 0.43, 0.30, 0.29, 0.31, 0.39, -0.65, 0.02, -0.55, -0.62, -0.55, -0.55, -0.49]
}

***

{
  "formula": "C4H11O",
  "method": "ωB97M-V/def2-TZVPD",
  "spin_multiplicity": 2,
  "e_lumo_ha": [0.264, 0.261],
  "gap_ev": [3.11, 6.65],
  "s2": 0.75,
  "charge": -2,
  "species": ["C", "O", "H", "H", "H", "C", "C", "C", "H", "H", "H", "H", "H", "H", "H", "H"],
  "xyz": [[-2.423656, -1.623711, -0.177185], [-1.223606, -2.237605, -0.224658], [-3.343925, -2.218906, -0.021239], [-2.680342, -0.921377, -1.042588], [-2.487046, -0.864596, 0.651994], [1.978339, 0.355981, -0.530649], [0.781657, 0.923807, 0.199416], [0.939784, 2.367109, 0.711014], [2.835051, 0.366754, 0.163180], [1.843719, -0.712945, -0.705219], [2.233016, 0.791256, -1.493779], [-0.068249, 0.901064, -0.499077], [0.375682, 0.345747, 1.027595], [1.457071, 2.387051, 1.674219], [-0.007924, 2.909184, 0.716095], [1.661870, 2.938766, 0.107239]],
  "forces_ev_per_angstrom": [[0.9, 1.4, 0.2], [-0.6, -0.3, -0.3], [-0.3, -0.6, -0.1], [0.1, -0.5, -0.1], [-0.1, 0.0, 0.3], [0.6, -1.2, 1.4], [-1.4, 1.1, -0.8], [1.0, -0.2, -0.5], [0.2, 0.4, -0.5], [-0.4, -0.1, -0.2], [0.0, 0.5, 0.2], [0.1, 0.1, 0.0], [0.6, -0.6, 0.0], [-0.3, 0.1, 0.3], [0.0, 0.1, 0.3], [-0.3, 0.0, -0.2]],
  "mulliken_charge": [-0.72, -0.87, 0.29, 0.13, 0.12, -2.40, 1.10, -4.43, 0.60, 0.11, 0.90, 0.25, 0.43, 0.93, 0.86, 0.69]
}

***

{
  "formula": "C46H37BrF6IrN3O2P2S2",
  "method": "ωB97M-V/def2-TZVPD",
  "e_lumo_ha": [-0.329, -0.329],
  "gap_ev": [4.33, 4.33],
  "charge": 2,
  "species": ["Ir", "S", "C", "N", "C", "C", "N", "C", "C", "C", "C", "C", "C", "C", "C", "S", "C", "C", "C", "C", "C", "C", "C", "H", "H", "H", "H", "H", "H", "H", "H", "H", "H", "H", "H", "H", "H", "H", "H", "H", "H", "C", "C", "C", "C", "C", "C", "P", "C", "C", "C", "C", "C", "C", "C", "C", "C", "C", "C", "C", "C", "C", "C", "C", "H", "H", "H", "H", "H", "H", "H", "H", "H", "H", "H", "H", "H", "H", "H", "H", "Br", "C", "C", "N", "C", "C", "C", "C", "O", "O", "H", "H", "H", "F", "P", "F", "F", "F", "F", "F"],
  "xyz": [[0.224887, -0.088435, -0.085074], [2.223452, 0.128567, 1.390149], [1.712510, 1.119595, 2.688538], [2.461184, 1.373018, 3.712739], [1.958430, 2.256008, 4.785057], [0.475097, 2.051816, 4.935709], [-0.170308, 2.281818, 3.635314], [-1.424336, 3.071525, 3.614130], [-1.112692, 4.540596, 3.776325], [-1.302005, 5.163085, 5.004086], [-0.986571, 6.506883, 5.163032], [-0.477677, 7.228661, 4.095527], [-0.281397, 6.609259, 2.867021], [-0.601227, 5.270219, 2.705488], [0.406008, 1.817318, 2.575997], [-0.151534, 2.087088, 1.000791], [3.794908, 0.766998, 3.925986], [3.768245, -0.143648, 5.129901], [2.771120, -1.109191, 5.249703], [2.746415, -1.943591, 6.356155], [3.718084, -1.822096, 7.342921], [4.706139, -0.856855, 7.227344], [4.731050, -0.015760, 6.121911], [2.187669, 3.293410, 4.530628], [2.474626, 1.998249, 5.706601], [0.072028, 2.752712, 5.661546], [0.258713, 1.028213, 5.246770], [-2.041676, 2.714635, 4.437439], [-1.936090, 2.878793, 2.672564], [-1.715264, 4.603863, 5.837043], [-1.140546, 6.987823, 6.119686], [-0.237875, 8.276669, 4.217244], [0.106352, 7.175989, 2.030515], [-0.482045, 4.800273, 1.734026], [4.510008, 1.577503, 4.069523], [4.073697, 0.220625, 3.027133], [2.009160, -1.210909, 4.482387], [1.975100, -2.697867, 6.445135], [3.702242, -2.480725, 8.200913], [5.460951, -0.756368, 7.995811], [5.506892, 0.736687, 6.031697], [5.893260, -0.456588, -2.188968], [5.035566, -1.207748, -1.396833], [3.722032, -0.802347, -1.225478], [3.274731, 0.372552, -1.833246], [4.145587, 1.144334, -2.602529], [5.454074, 0.720612, -2.779418], [1.531372, 0.813366, -1.795644], [1.432564, 2.591065, -1.910130], [2.106850, 3.344920, -0.945455], [1.967317, 4.720377, -0.935203], [1.131897, 5.340556, -1.861223], [0.452916, 4.590894, -2.809736], [0.596971, 3.211642, -2.837168], [0.843651, 0.005319, -3.240886], [1.193448, 0.226736, -4.562824], [0.632574, -0.566982, -5.564818], [-0.313468, -1.522974, -5.250889], [-0.692849, -1.748175, -3.917174], [-1.693422, -2.687371, -3.547479], [-2.057296, -2.885876, -2.227178], [-1.448929, -2.149881, -1.219533], [-0.414056, -1.244366, -1.538304], [-0.066727, -0.994049, -2.903267], [6.910479, -0.789027, -2.347684], [5.384449, -2.116485, -0.924288], [3.041979, -1.393151, -0.622784], [3.806066, 2.068828, -3.053212], [6.128396, 1.309332, -3.387013], [2.740483, 2.853525, -0.215207], [2.504443, 5.315505, -0.207812], [1.007493, 6.415505, -1.841369], [-0.210633, 5.074596, -3.513902], [0.039130, 2.626150, -3.557525], [1.892166, 1.011808, -4.826526], [0.942121, -0.426517, -6.591228], [-0.774639, -2.112041, -6.034401], [-2.205174, -3.233925, -4.332064], [-2.841439, -3.586880, -1.975982], [-1.780462, -2.262160, -0.197701], [-3.406410, -5.901158, 2.188022], [-2.613486, -4.502126, 3.162113], [-2.748508, -4.445512, 4.544690], [-2.202377, -3.470011, 5.266487], [-1.521376, -2.513387, 4.648378], [-1.342102, -2.494164, 3.267572], [-1.897175, -3.519427, 2.516162], [-0.581243, -1.374053, 2.651413], [-0.128934, -0.476840, 3.358869], [-0.440030, -1.438558, 1.352719], [-3.307694, -5.201465, 5.082097], [-1.099234, -1.730343, 5.265444], [-1.765311, -3.562009, 1.445673], [-1.082313, 1.102007, -1.318343], [-2.875537, 1.607039, -1.253091], [-2.801825, 1.359407, 0.329483], [-2.291509, 3.070773, -1.032597], [-4.372836, 2.039482, -1.234815], [-3.177171, 0.044260, -1.428910], [-2.697773, 1.753451, -2.820998]],
  "forces_ev_per_angstrom": [[0.7, 2.7, -0.7], [-0.4, -0.3, -0.8], [-0.1, -0.3, 0.2], [0.2, 0.0, 0.1], [0.0, 0.2, 0.0], [0.1, -0.1, 0.0], [0.0, 0.3, 0.2], [0.0, 0.2, 0.0], [0.1, -0.1, 0.1], [0.0, 0.0, 0.0], [0.0, 0.0, 0.0], [0.1, 0.0, 0.0], [0.0, 0.0, 0.0], [0.0, 0.0, 0.0], [-0.1, 0.0, -0.1], [0.0, -0.2, 0.0], [0.0, -0.1, 0.1], [-0.1, 0.0, 0.0], [0.0, 0.0, 0.0], [0.0, 0.0, 0.0], [0.0, 0.0, 0.0], [0.0, 0.0, 0.0], [0.0, 0.0, 0.0], [0.1, 0.0, 0.0], [0.0, -0.1, 0.0], [0.0, 0.1, -0.1], [-0.1, 0.0, 0.0], [0.0, -0.1, 0.0], [0.0, -0.1, 0.0], [0.0, 0.0, 0.0], [0.0, 0.0, 0.0], [0.0, 0.0, 0.0], [0.0, 0.0, 0.0], [0.0, 0.0, 0.0], [0.0, 0.1, 0.0], [0.0, 0.1, -0.1], [0.0, 0.0, 0.0], [0.0, 0.0, 0.0], [0.0, 0.0, 0.0], [0.0, 0.0, 0.0], [0.0, 0.0, 0.0], [0.0, 0.0, 0.0], [-0.1, -0.1, 0.0], [0.0, 0.1, -0.1], [0.0, -0.2, 0.3], [0.0, 0.0, 0.1], [0.0, 0.0, -0.1], [0.4, 0.1, 0.2], [-0.2, 0.0, 0.0], [0.1, 0.1, -0.1], [0.0, 0.0, 0.0], [0.0, 0.0, 0.0], [-0.1, 0.0, 0.0], [0.0, 0.0, 0.1], [-0.1, 0.0, 0.1], [-0.1, 0.1, 0.0], [0.0, 0.0, 0.0], [0.0, -0.1, 0.0], [0.0, -0.1, 0.0], [0.0, 0.1, 0.0], [0.1, -0.2, -0.1], [0.0, 0.0, -0.4], [0.1, -1.1, 1.3], [-0.2, 0.1, -0.1], [0.0, 0.0, 0.0], [0.0, 0.0, 0.0], [0.1, -0.1, -0.1], [0.0, 0.0, 0.0], [0.0, 0.0, 0.0], [0.0, 0.0, 0.0], [0.0, 0.0, 0.0], [0.0, 0.0, 0.0], [0.0, 0.0, 0.0], [0.0, 0.0, 0.0], [0.0, -0.1, 0.0], [-0.1, 0.0, 0.0], [0.1, 0.0, 0.0], [0.0, 0.0, 0.0], [0.0, 0.0, 0.0], [0.0, 0.2, 0.0], [0.0, 0.0, 0.0], [-0.1, -0.1, 0.1], [0.2, 0.2, 0.0], [0.0, 0.0, 0.2], [-0.1, -0.3, -0.1], [0.1, 0.1, 0.1], [0.0, 0.0, -0.1], [0.1, -0.1, -0.2], [0.0, 0.0, -0.1], [-0.7, -0.3, 0.0], [0.0, 0.0, 0.0], [0.0, 0.0, 0.0], [0.0, 0.0, 0.0], [1.0, -0.5, 0.7], [-1.5, 0.2, 0.2], [0.1, -0.1, -0.1], [0.1, -0.1, -0.1], [0.1, 0.0, 0.0], [0.2, 0.1, -0.1], [0.2, 0.0, 0.0]],
  "mulliken_charge": [2.39, -0.60, 0.81, 0.13, -0.81, -0.58, 0.59, -1.70, 0.75, -0.36, -0.76, -0.50, -0.82, 0.01, -1.15, 0.15, -1.09, 0.46, 0.19, -0.78, -0.49, -0.66, -0.46, 0.32, 0.57, 0.67, 0.06, 0.57, 0.72, 0.45, 0.41, 0.41, 0.45, 0.47, 0.38, 0.41, 0.41, 0.47, 0.42, 0.41, 0.39, -0.61, -1.08, -0.42, 1.46, -0.51, -0.81, 0.73, 0.50, -0.33, -0.84, -0.62, -0.74, -0.78, -0.09, -0.25, -1.09, -0.84, 0.60, -0.64, -0.96, -0.30, -0.55, 0.94, 0.43, 0.48, 0.34, 0.49, 0.46, 0.48, 0.50, 0.47, 0.46, 0.29, 0.55, 0.48, 0.47, 0.46, 0.54, 0.76, -0.15, -0.23, -0.23, -0.60, -0.47, 0.29, -0.28, 0.37, -0.23, -0.19, 0.40, 0.62, 0.56, -0.87, 1.44, -0.32, -0.33, -0.28, -0.30, -0.38]
}